Entry 1:
Molecular formula: C24H69N3O15
Method: DFT, ωB97M-V/def2-TZVPD

- HOMO-LUMO gap: 9.38 eV
- LUMO level: 0.26 eV
- DFT total energy: -2248.50532 Eh
- Spin multiplicity: 1
- Net charge: 0
- Relative energy (zero: lowest compared OMol25 entry of this formula, charge and spin): 10.79 kcal per mole
- Strongest force on any atom: 2.01 eV Å⁻¹

Each atom is followed by the atoms it is bonded to, with distances in Å.
Positions of all 111 atoms, in Å:
1 C 0.810 0.347 -4.779  C2 1.524, H7 1.093, H8 1.094, H9 1.092
2 C 1.786 1.033 -3.830  C1 1.524, C3 1.511, N6 1.487, H10 1.093
3 C 2.785 1.860 -4.605  C2 1.511, O4 1.401, H11 1.099, H12 1.099
4 O 3.734 2.354 -3.701  C3 1.401, C5 1.405
5 C 4.780 3.046 -4.334  O4 1.405, H13 1.097, H14 1.087, H15 1.100
6 N 0.985 1.907 -2.933  C2 1.487, H16 1.022, H17 1.028
7 H 0.057 0.997 -5.230  C1 1.093
8 H 0.217 -0.424 -4.280  C1 1.094
9 H 1.298 -0.187 -5.599  C1 1.092
10 H 2.290 0.263 -3.240  C2 1.093
11 H 2.299 2.615 -5.238  C3 1.099
12 H 3.275 1.222 -5.355  C3 1.099
13 H 5.316 2.404 -5.045  C5 1.097
14 H 5.540 3.487 -3.696  C5 1.087
15 H 4.353 3.870 -4.925  C5 1.100
16 H 0.521 2.513 -3.613  N6 1.022
17 H 1.669 2.557 -2.524  N6 1.028
18 C -3.063 0.832 -4.713  C19 1.515, H24 1.091, H25 1.091, H26 1.095
19 C -4.212 0.306 -3.877  C18 1.515, C20 1.553, N23 1.463, H27 1.095
20 C -4.324 0.907 -2.449  C19 1.553, O21 1.422, H28 1.100, H29 1.092
21 O -5.444 0.267 -1.852  C20 1.422, C22 1.407
22 C -5.981 0.968 -0.756  O21 1.407, H30 1.096, H31 1.094, H32 1.089
23 N -5.457 0.546 -4.606  C19 1.463, H33 1.014, H34 1.015
24 H -3.054 0.338 -5.686  C18 1.091
25 H -2.073 0.713 -4.270  C18 1.091
26 H -3.155 1.908 -4.892  C18 1.095
27 H -4.045 -0.753 -3.655  C19 1.095
28 H -4.669 1.947 -2.545  C20 1.100
29 H -3.387 0.854 -1.890  C20 1.092
30 H -6.583 1.812 -1.110  C22 1.096
31 H -5.212 1.320 -0.061  C22 1.094
32 H -6.636 0.293 -0.206  C22 1.089
33 H -6.202 0.838 -3.984  N23 1.014
34 H -5.311 1.338 -5.224  N23 1.015
35 C 1.931 0.753 5.996  C36 1.548, H41 1.091, H42 1.087, H43 1.091
36 C 0.894 1.018 4.879  C35 1.548, C37 1.534, N40 1.491, H44 1.096
37 C 1.085 0.255 3.562  C36 1.534, O38 1.397, H45 1.096, H46 1.097
38 O 2.376 0.399 3.047  C37 1.397, C39 1.431
39 C 2.532 1.607 2.297  O38 1.431, H47 1.088, H48 1.095, H49 1.086
40 N -0.471 0.768 5.423  C36 1.491, H50 1.014, H51 1.019
41 H 2.929 1.039 5.662  C35 1.091
42 H 1.866 -0.280 6.331  C35 1.087
43 H 1.703 1.460 6.795  C35 1.091
44 H 0.867 2.082 4.614  C36 1.096
45 H 0.234 0.495 2.914  C37 1.096
46 H 0.958 -0.813 3.777  C37 1.097
47 H 2.398 2.466 2.951  C39 1.088
48 H 1.778 1.590 1.503  C39 1.095
49 H 3.480 1.590 1.767  C39 1.086
50 H -0.616 1.424 6.183  N40 1.014
51 H -0.396 -0.142 5.876  N40 1.019
52 C 1.559 -3.090 -2.264  C53 1.523, O55 1.450, H56 1.093, H57 1.096
53 C 2.328 -4.350 -2.640  C52 1.523, O54 1.409, H58 1.093, H59 1.094
54 O 2.184 -5.336 -1.643  C53 1.409, H60 0.974
55 O 2.409 -2.447 -1.281  C52 1.450, H61 0.984
56 H 0.610 -3.254 -1.746  C52 1.093
57 H 1.378 -2.392 -3.090  C52 1.096
58 H 3.389 -4.151 -2.808  C53 1.093
59 H 1.943 -4.751 -3.582  C53 1.094
60 H 2.344 -4.919 -0.777  O54 0.974
61 H 1.967 -1.635 -0.942  O55 0.984
62 C 5.049 0.092 -0.933  C63 1.535, O65 1.397, H66 1.099, H67 1.106
63 C 6.524 0.469 -0.738  C62 1.535, O64 1.408, H68 1.090, H69 1.092
64 O 6.834 1.769 -1.184  C63 1.408, H70 0.962
65 O 4.838 -1.256 -0.637  C62 1.397, H71 0.975
66 H 4.764 0.367 -1.958  C62 1.099
67 H 4.404 0.755 -0.327  C62 1.106
68 H 7.045 -0.255 -1.365  C63 1.090
69 H 6.811 0.337 0.307  C63 1.092
70 H 6.244 2.410 -0.777  O64 0.962
71 H 3.937 -1.501 -0.922  O65 0.975
72 C -4.053 -1.345 2.599  C73 1.529, O75 1.420, H76 1.088, H77 1.097
73 C -5.321 -2.073 2.150  C72 1.529, O74 1.433, H78 1.093, H79 1.089
74 O -6.437 -1.783 3.000  C73 1.433, H80 0.963
75 O -3.144 -2.172 3.311  C72 1.420, H81 0.960
76 H -4.315 -0.484 3.209  C72 1.088
77 H -3.574 -0.905 1.716  C72 1.097
78 H -5.186 -3.157 2.188  C73 1.093
79 H -5.508 -1.806 1.110  C73 1.089
80 H -6.212 -2.185 3.845  O74 0.963
81 H -2.695 -2.755 2.695  O75 0.960
82 C -0.015 -0.276 -0.305  C83 1.504, O85 1.423, H86 1.098, H87 1.096
83 C -0.736 0.971 0.128  C82 1.504, O84 1.430, H88 1.095, H89 1.094
84 O -1.197 1.766 -0.967  C83 1.430, H90 0.973
85 O 1.277 0.018 -0.823  C82 1.423, H91 0.982
86 H -0.612 -0.850 -1.025  C82 1.098
87 H 0.028 -0.941 0.565  C82 1.096
88 H -0.089 1.575 0.772  C83 1.095
89 H -1.574 0.707 0.781  C83 1.094
90 H -0.412 1.852 -1.535  O84 0.973
91 H 1.207 0.590 -1.618  O85 0.982
92 C 1.494 -3.593 3.282  C93 1.543, O95 1.412, H96 1.091, H97 1.095
93 C 2.324 -3.760 1.991  C92 1.543, O94 1.421, H98 1.088, H99 1.095
94 O 1.687 -4.634 1.071  C93 1.421, H100 0.964
95 O 1.314 -4.833 3.934  C92 1.412, H101 0.956
96 H 0.581 -3.037 3.062  C92 1.091
97 H 2.096 -2.993 3.973  C92 1.095
98 H 3.282 -4.189 2.279  C93 1.088
99 H 2.495 -2.777 1.539  C93 1.095
100 H 0.793 -4.299 0.939  O94 0.964
101 H 1.947 -4.968 4.637  O95 0.956
102 C -3.971 3.009 2.851  C103 1.489, O105 1.436, H106 1.090, H107 1.097
103 C -3.103 2.378 3.884  C102 1.489, O104 1.435, H108 1.105, H109 1.093
104 O -2.361 1.290 3.314  C103 1.435, H110 0.984
105 O -3.196 3.722 1.875  C102 1.436, H111 0.964
106 H -4.673 3.707 3.307  C102 1.090
107 H -4.551 2.260 2.298  C102 1.097
108 H -3.799 1.956 4.630  C103 1.105
109 H -2.372 3.028 4.373  C103 1.093
110 H -1.733 1.048 4.032  O104 0.984
111 H -2.703 3.068 1.368  O105 0.964

Entry 2:
Molecular formula: C24H70O15S2
Method: DFT, ωB97M-V/def2-TZVPD

- HOMO-LUMO gap: 8.84 eV
- LUMO level: -0.05 eV
- DFT total energy: -2881.17351 Eh
- Spin multiplicity: 1
- Net charge: 0
- Relative energy (zero: lowest compared OMol25 entry of this formula, charge and spin): 24.72 kcal per mole
- Strongest force on any atom: 3.33 eV Å⁻¹

Each atom is followed by the atoms it is bonded to, with distances in Å.
Positions of all 111 atoms, in Å:
1 C 11.465 14.821 15.202  C2 1.523, H4 1.090, H5 1.090, H6 1.090
2 C 10.818 14.709 16.576  C1 1.523, O3 1.400, H7 1.090, H8 1.090
3 O 9.634 15.452 16.672  C2 1.400, H9 0.960
4 H 12.182 14.017 15.036  C1 1.090
5 H 11.922 15.798 15.047  C1 1.090
6 H 10.770 14.673 14.375  C1 1.090
7 H 11.518 14.894 17.391  C2 1.090
8 H 10.573 13.648 16.621  C2 1.090
9 H 9.307 15.293 17.561  O3 0.960
10 C 10.320 16.800 12.103  C11 1.473, H13 1.090, H14 1.090, H15 1.090
11 C 10.639 18.191 12.468  C10 1.473, O12 1.435, H16 1.090, H17 1.090
12 O 10.789 18.202 13.896  C11 1.435, H18 0.960
13 H 11.238 16.227 11.975  C10 1.090
14 H 9.815 16.790 11.137  C10 1.090
15 H 9.787 16.260 12.886  C10 1.090
16 H 9.873 18.904 12.164  C11 1.090
17 H 11.516 18.417 11.862  C11 1.090
18 H 10.082 17.755 14.367  O12 0.960
19 C 14.968 17.526 10.247  C20 1.523, H22 1.090, H23 1.090, H24 1.090
20 C 15.953 17.349 11.394  C19 1.523, O21 1.400, H25 1.090, H26 1.090
21 O 17.258 17.177 10.918  C20 1.400, H27 0.960
22 H 15.000 16.661 9.585  C19 1.090
23 H 15.105 18.505 9.788  C19 1.090
24 H 13.963 17.489 10.667  C19 1.090
25 H 15.655 16.521 12.037  C20 1.090
26 H 16.069 18.349 11.812  C20 1.090
27 H 17.418 16.276 10.628  O21 0.960
28 C 14.659 14.596 6.824  C29 1.519, H31 1.090, H32 1.090, H33 1.090
29 C 15.167 13.403 7.616  C28 1.519, O30 1.403, H34 1.090, H35 1.090
30 O 16.570 13.427 7.595  C29 1.403, H36 0.960
31 H 15.361 14.758 6.006  C28 1.090
32 H 14.643 15.494 7.442  C28 1.090
33 H 13.660 14.349 6.464  C28 1.090
34 H 14.798 12.463 7.206  C29 1.090
35 H 14.687 13.394 8.594  C29 1.090
36 H 16.845 13.316 6.682  O30 0.960
37 C 9.268 11.370 8.862  C38 1.521, H40 1.090, H41 1.090, H42 1.090
38 C 10.738 11.204 9.215  C37 1.521, O39 1.428, H43 1.090, H44 1.090
39 O 11.245 10.160 8.384  C38 1.428, H45 0.960
40 H 8.747 12.149 9.419  C37 1.090
41 H 8.769 10.409 8.996  C37 1.090
42 H 9.237 11.655 7.811  C37 1.090
43 H 10.913 10.990 10.269  C38 1.090
44 H 11.188 12.171 8.994  C38 1.090
45 H 10.925 9.310 8.695  O39 0.960
46 C 18.314 14.224 12.161  C47 1.511, H49 1.090, H50 1.090, H51 1.090
47 C 17.888 13.651 10.830  C46 1.511, O48 1.396, H52 1.090, H53 1.090
48 O 17.318 14.679 10.076  C47 1.396, H54 0.960
49 H 17.421 14.598 12.663  C46 1.090
50 H 18.956 15.104 12.153  C46 1.090
51 H 18.770 13.497 12.833  C46 1.090
52 H 17.232 12.789 10.951  C47 1.090
53 H 18.761 13.336 10.259  C47 1.090
54 H 17.258 14.348 9.177  O48 0.960
55 C 15.257 11.868 15.887  C56 1.592, H58 1.090, H59 1.090, H60 1.090
56 C 15.935 12.880 14.863  C55 1.592, O57 1.344, H61 1.090, H62 1.090
57 O 15.102 13.904 14.609  C56 1.344, H63 0.960
58 H 15.155 12.277 16.892  C55 1.090
59 H 15.935 11.085 16.224  C55 1.090
60 H 14.372 11.302 15.596  C55 1.090
61 H 16.134 12.383 13.914  C56 1.090
62 H 16.878 13.254 15.263  C56 1.090
63 H 14.458 13.490 14.030  O57 0.960
64 C 13.072 9.389 12.524  C65 1.554, H67 1.090, H68 1.090, H69 1.090
65 C 11.585 9.629 12.906  C64 1.554, O66 1.384, H70 1.090, H71 1.090
66 O 11.364 10.991 13.010  C65 1.384, H72 0.960
67 H 13.327 8.346 12.341  C64 1.090
68 H 13.756 9.826 13.252  C64 1.090
69 H 13.201 9.785 11.517  C64 1.090
70 H 11.254 9.165 13.835  C65 1.090
71 H 10.946 9.232 12.117  C65 1.090
72 H 10.477 11.157 12.682  O66 0.960
73 C 13.600 14.672 11.337  C74 1.546, H76 1.090, H77 1.090, H78 1.090
74 C 12.887 13.406 11.866  C73 1.546, O75 1.436, H79 1.090, H80 1.090
75 O 13.472 12.682 12.959  C74 1.436, H81 0.960
76 H 14.450 14.489 10.681  C73 1.090
77 H 13.851 15.381 12.127  C73 1.090
78 H 12.907 15.225 10.704  C73 1.090
79 H 12.591 12.653 11.135  C74 1.090
80 H 11.938 13.711 12.307  C74 1.090
81 H 12.806 12.024 13.172  O75 0.960
82 O 11.196 17.746 8.924  S83 1.471
83 S 10.718 16.528 8.251  O82 1.471, O84 1.464, O85 1.646, C88 1.848
84 O 11.066 15.203 8.766  S83 1.464
85 O 9.074 16.583 8.184  S83 1.646, C86 1.404
86 C 8.405 15.365 7.984  O85 1.404, C87 1.510, H89 1.090, H90 1.090
87 C 7.013 15.775 7.566  C86 1.510, H91 1.090, H92 1.090, H93 1.090
88 C 11.042 16.630 6.434  S83 1.848, H94 1.090, H95 1.090, H96 1.090
89 H 8.314 14.810 8.918  C86 1.090
90 H 8.846 14.716 7.227  C86 1.090
91 H 6.968 16.477 6.734  C87 1.090
92 H 6.572 16.279 8.426  C87 1.090
93 H 6.319 14.955 7.381  C87 1.090
94 H 10.741 17.591 6.017  C88 1.090
95 H 10.518 15.870 5.854  C88 1.090
96 H 12.116 16.523 6.280  C88 1.090
97 O 17.961 7.027 9.133  S98 1.474
98 S 16.542 7.421 9.078  O97 1.474, O99 1.440, O100 1.716, C103 1.881
99 O 15.546 6.745 9.868  S98 1.440
100 O 16.446 9.123 9.273  S98 1.716, C101 1.407
101 C 15.164 9.692 9.156  O100 1.407, C102 1.529, H104 1.090, H105 1.090
102 C 15.053 10.944 10.027  C101 1.529, H106 1.090, H107 1.090, H108 1.090
103 C 15.821 7.287 7.346  S98 1.881, H109 1.090, H110 1.090, H111 1.090
104 H 14.357 9.024 9.457  C101 1.090
105 H 15.026 9.982 8.115  C101 1.090
106 H 14.123 11.483 9.843  C102 1.090
107 H 15.889 11.595 9.772  C102 1.090
108 H 15.088 10.735 11.096  C102 1.090
109 H 14.731 7.292 7.380  C103 1.090
110 H 16.162 6.301 7.032  C103 1.090
111 H 16.257 8.094 6.757  C103 1.090